Version a
Density functional theory data (ωB97M-V with the def2-TZVPD basis set) for a single C3H8N2OS molecule.

Bonds (Å) are listed after each position.
Cartesian coordinates (Å):
1 C 0.8529 -0.3609 0.0658  C2 1.513, N4 1.478, H8 1.089, H9 1.088
2 C 1.2057 1.0712 0.4016  C1 1.513, S3 1.803, H10 1.085, H11 1.092
3 S 2.1340 1.8685 -0.9218  C2 1.803, H12 1.353
4 N -0.2527 -0.9964 0.8124  C1 1.478, C5 1.377, H13 0.990
5 C -1.5770 -0.8131 0.4830  N4 1.377, N6 1.395, O7 1.221
6 N -1.8773 -0.1694 -0.7177  C5 1.395, H14 1.008, H15 1.002
7 O -2.4407 -1.1700 1.2683  C5 1.221
8 H 1.6997 -1.0449 0.0351  C1 1.089
9 H 0.3926 -0.3159 -0.9193  C1 1.088
10 H 0.3189 1.6173 0.7046  C2 1.085
11 H 1.9371 1.0899 1.2120  C2 1.092
12 H 2.1362 0.9344 -1.9005  S3 1.353
13 H -0.0604 -1.2830 1.7407  N4 0.990
14 H -2.8266 0.1666 -0.6697  N6 1.008
15 H -1.6425 -0.5942 -1.5944  N6 1.002

As for the highest occupied orbital energy: -9.30 eV. The SMILES is NC(=O)NCCS. As for the HOMO-LUMO gap: 10.053 eV.

Atomic partial charges in e from the Mulliken method, atoms 1 to 8: C -0.61; C -0.36; S -0.24; N -0.20; C 0.53; N -0.47; O -0.61; H 0.37

***

Version b
Density functional theory data (ωB97M-V with the def2-TZVPD basis set) for 2 unconnected molecules or ions with the total composition C3H8N2OS.

Bonds (Å) are listed after each position.
Cartesian coordinates (Å):
1 C 0.9057 -0.3267 0.5894  N4 1.439, O6 1.422, H8 1.037, H9 1.107
2 C 2.7210 0.5304 -0.2965  N5 1.444, O6 1.398, H10 1.100, H11 1.105
3 C -2.6253 -0.6563 -0.3227  S7 1.807, H12 1.060, H13 1.093, H14 1.031
4 N 0.6205 0.2705 -0.6886  C1 1.439, N5 1.205
5 N 1.6016 0.7729 -1.1750  C2 1.444, N4 1.205
6 O 2.3134 -0.2651 0.7789  C1 1.422, C2 1.398
7 S -1.8461 0.7678 0.4720  C3 1.807, H15 1.432
8 H 0.4595 0.2715 1.3095  C1 1.037
9 H 0.4554 -1.3355 0.6594  C1 1.107
10 H 3.5350 0.0016 -0.8148  C2 1.100
11 H 3.2557 1.3999 0.1263  C2 1.105
12 H -2.8204 -0.4788 -1.3496  C3 1.060
13 H -1.9084 -1.4663 -0.1687  C3 1.093
14 H -3.5281 -0.8109 0.1510  C3 1.031
15 H -3.1395 1.3250 0.7292  S7 1.432

As for the highest occupied orbital energy: -8.86 eV. The SMILES is C1N=NCO1.CS. As for the HOMO-LUMO gap: 9.664 eV.

Atomic partial charges in e from the Mulliken method, atoms 1 to 8: C -0.27; C -0.20; C -0.75; N 0.19; N -0.52; O -0.38; S -0.13; H 0.39

***

Version c
Density functional theory data (ωB97M-V with the def2-TZVPD basis set) for 2 unconnected molecules or ions with the total composition C3H8N2OS.

Bonds (Å) are listed after each position.
Cartesian coordinates (Å):
1 C -0.0534 0.5090 1.4770  C3 1.480, N4 1.318, H8 1.153
2 C -0.7880 -1.4613 -0.8586  S7 1.832, H9 1.112, H10 1.116, H11 1.072
3 C -0.6828 1.0577 0.2544  C1 1.480, N5 1.358, S7 1.855
4 N -0.6131 -0.6050 1.9037  C1 1.318, H13 1.057
5 N -0.2882 2.1285 -0.4823  C3 1.358, H14 1.074, H15 1.012
6 O -1.9275 0.6160 -1.9956  S7 1.483
7 S -1.8940 -0.0149 -0.6538  C2 1.832, C3 1.855, O6 1.483
8 H 0.8885 1.0232 1.8984  C1 1.153
9 H -0.7581 -1.7880 -1.9210  C2 1.112
10 H -1.0227 -2.2213 -0.0752  C2 1.116
11 H 0.1746 -1.2776 -0.4232  C2 1.072
12 H 1.9867 0.2317 -0.0082  no bonds
13 H -0.1867 -1.0513 2.7617  N4 1.057
14 H -0.5565 2.0609 -1.5201  N5 1.074
15 H 0.4303 2.7874 -0.2101  N5 1.012

As for the highest occupied orbital energy (spin up / spin down): -7.11 / -9.26 eV. As for the HOMO-LUMO gap (spin up / spin down): 6.028 / 9.144 eV.

Atomic partial charges in e from the Mulliken method, atoms 1 to 8: C -0.14; C -0.84; C 0.26; N -0.60; N -0.45; O -0.68; S 0.44; H 0.36

***

version a is the most stable structure; the next one sits 3.037 eV above it.

***

Version a
Density functional theory data (ωB97M-V with the def2-TZVPD basis set) for a single C3H8N2OS molecule.

Bonds (Å) are listed after each position.
Cartesian coordinates (Å):
1 C 1.0712 0.7651 -1.3134  C2 1.517, H4 1.108, H5 1.250, H6 1.058
2 C -0.0975 0.2858 -0.4728  C1 1.517, C3 1.559, H7 1.145, S15 1.863
3 C 0.1323 -0.5377 0.8307  C2 1.559, N12 1.257, N13 1.375
4 H 1.6850 1.4167 -0.6599  C1 1.108
5 H 1.9146 -0.1155 -1.5873  C1 1.250
6 H 0.7840 1.4198 -2.0939  C1 1.058
7 H -0.5430 1.2201 0.0161  C2 1.145
8 H -0.9435 -1.4537 -1.9711  S15 1.368
9 H 1.7660 -1.2902 0.3609  N12 1.053
10 H -0.5015 -0.7958 2.6580  N13 1.016
11 H -2.3346 0.3429 1.0429  O14 0.927
12 N 1.2356 -0.9945 1.2215  C3 1.257, H9 1.053
13 N -0.8883 -0.5486 1.7517  C3 1.375, H10 1.016, O14 1.437
14 O -1.7435 0.6049 1.7067  H11 0.927, N13 1.437
15 S -1.5369 -0.3194 -1.4900  C2 1.863, H8 1.368

As for the highest occupied orbital energy: -9.42 eV. The SMILES is [H]/N=C(/NO)[C@@H](C)S. As for the HOMO-LUMO gap: 10.069 eV.

Atomic partial charges in e from the Mulliken method, atoms 1 to 8: C -1.20; C -0.14; C 0.62; H 0.34; H 0.24; H 0.40; H 0.32; H 0.15

***

Version b
Density functional theory data (ωB97M-V with the def2-TZVPD basis set) for 2 unconnected molecules or ions with the total composition C3H8N2OS.

Bonds (Å) are listed after each position.
Cartesian coordinates (Å):
1 C -0.4411 1.9100 -1.0595  O6 1.437, H8 1.018, H9 1.092, H10 1.120
2 C 2.4632 0.2799 0.7234  S7 1.879, H11 1.142, H12 1.077, H13 1.091
3 C -0.4320 0.2631 0.5542  O6 1.337, S7 1.897, H14 1.099, H15 1.029
4 N 0.0787 2.2042 2.8711  N5 1.099
5 N -0.7303 2.9129 3.0960  N4 1.099
6 O -0.2782 1.5718 0.3277  C1 1.437, C3 1.337
7 S 1.0757 -0.6888 -0.0937  C2 1.879, C3 1.897
8 H 0.1560 1.4002 -1.7073  C1 1.018
9 H -0.2405 2.9822 -1.0146  C1 1.092
10 H -1.5347 1.8484 -1.2956  C1 1.120
11 H 3.3033 0.5315 -0.0080  C2 1.142
12 H 2.8496 -0.3109 1.5371  C2 1.077
13 H 1.9829 1.1979 1.0652  C2 1.091
14 H -0.4715 0.2578 1.6529  C3 1.099
15 H -1.2006 -0.1883 0.0404  C3 1.029

As for the highest occupied orbital energy: -8.67 eV. The SMILES is COCSC.N#N. As for the HOMO-LUMO gap: 9.630 eV.

Atomic partial charges in e from the Mulliken method, atoms 1 to 8: C -0.82; C -0.64; C -0.46; N 0.17; N -0.17; O -0.30; S -0.14; H 0.39

***

Version c
Density functional theory data (ωB97M-V with the def2-TZVPD basis set) for a single C3H8N2OS molecule.

Bonds (Å) are listed after each position.
Cartesian coordinates (Å):
1 N 1.3140 0.6230 -0.2966  C2 1.479, H8 1.014, H9 1.010
2 C -0.1270 0.4876 0.0059  N1 1.479, C3 1.551, C5 1.547, H10 1.094
3 C -0.3854 -0.7879 0.8501  C2 1.551, S4 1.851, H11 1.089, H12 1.088
4 S 0.8405 -0.9362 2.2289  C3 1.851, H13 1.359
5 C -0.7595 0.4980 -1.4063  C2 1.547, N6 1.368, O7 1.213
6 N -1.9414 1.1675 -1.5692  C5 1.368, H14 1.007, H15 1.008
7 O -0.1564 0.0590 -2.3625  C5 1.213
8 H 1.4196 0.2476 -1.2321  N1 1.014
9 H 1.8757 0.1008 0.3601  N1 1.010
10 H -0.4075 1.3544 0.6123  C2 1.094
11 H -1.3956 -0.7187 1.2508  C3 1.089
12 H -0.2850 -1.7006 0.2657  C3 1.088
13 H 1.6563 -2.0221 2.1889  S4 1.359
14 H -2.0852 1.9786 -0.9905  N6 1.007
15 H -2.2163 1.2569 -2.5348  N6 1.008

As for the highest occupied orbital energy: -9.28 eV. The SMILES is NC(=O)[C@H](N)CS. As for the HOMO-LUMO gap: 10.017 eV.

Atomic partial charges in e from the Mulliken method, atoms 1 to 8: N -0.64; C 0.28; C -0.76; S -0.29; C 0.41; N -0.45; O -0.61; H 0.28

***

Version d
Density functional theory data (ωB97M-V with the def2-TZVPD basis set) for a single C3H8N2OS molecule.

Bonds (Å) are listed after each position.
Cartesian coordinates (Å):
1 C -0.3015 -0.0842 0.7933  C2 1.529, N4 1.449, H8 1.095, H9 1.087
2 C -1.3028 -0.9401 0.0174  C1 1.529, S3 1.863, H10 1.086, H11 1.087
3 S -3.0264 -0.2327 0.0336  C2 1.863, H12 1.371
4 N 1.0467 -0.3787 0.3506  C1 1.449, C5 1.378, H13 1.010
5 C 1.8944 0.2791 -0.5137  N4 1.378, N6 1.394, O7 1.204
6 N 1.2589 1.3069 -1.2084  C5 1.394, H14 0.998, H15 0.989
7 O 3.0556 0.0249 -0.7057  C5 1.204
8 H -0.3610 -0.3013 1.8650  C1 1.095
9 H -0.5673 0.9675 0.7266  C1 1.087
10 H -0.9793 -1.0162 -1.0161  C2 1.086
11 H -1.3982 -1.9321 0.4508  C2 1.087
12 H -2.8910 0.3003 1.2892  S3 1.371
13 H 1.3967 -1.2435 0.7377  N4 1.010
14 H 1.8904 1.8526 -1.7554  N6 0.998
15 H 0.2848 1.3975 -1.0648  N6 0.989

As for the highest occupied orbital energy: -9.44 eV. The SMILES is NC(=O)NCCS. As for the HOMO-LUMO gap: 10.124 eV.

Atomic partial charges in e from the Mulliken method, atoms 1 to 8: C -1.08; C -0.36; S -0.24; N -0.10; C 0.49; N -0.34; O -0.63; H 0.30

***

version d is the most stable structure; the next one sits 0.627 eV above it.

***

Version a
Density functional theory data (ωB97M-V with the def2-TZVPD basis set) for a single C3H8N2OS molecule.

Bonds (Å) are listed after each position.
Cartesian coordinates (Å):
1 C 1.3202 -1.2248 0.6796  N4 1.429, S7 1.921, H8 1.066, H9 1.153
2 C -0.4754 0.4690 -0.3799  C3 1.470, N5 1.477, S7 1.937, H10 1.179
3 C -1.3712 1.5707 0.0013  C2 1.470, H11 1.128, H12 1.072, H13 1.187
4 N 0.2460 -1.7257 -0.1191  C1 1.429, N5 1.460, H14 1.024
5 N -0.9252 -0.8701 0.0516  C2 1.477, N4 1.460, H15 0.983
6 O 2.1869 0.7425 -0.9420  S7 1.448
7 S 1.3527 0.6439 0.2372  C1 1.921, C2 1.937, O6 1.448
8 H 1.1658 -1.3360 1.7284  C1 1.066
9 H 2.3107 -1.6434 0.2627  C1 1.153
10 H -0.3648 0.4553 -1.5537  C2 1.179
11 H -1.2726 1.8234 1.0965  C3 1.128
12 H -2.3189 1.1786 -0.3093  C3 1.072
13 H -1.0339 2.5551 -0.5702  C3 1.187
14 H 0.6017 -1.6736 -1.0780  N4 1.024
15 H -1.4220 -0.9649 0.8948  N5 0.983

As for the highest occupied orbital energy: -8.62 eV. As for the HOMO-LUMO gap: 9.397 eV.

Atomic partial charges in e from the Mulliken method, atoms 1 to 8: C -0.55; C 0.19; C -1.19; N -0.47; N -0.29; O -0.60; S 0.40; H 0.34

***

Version b
Density functional theory data (ωB97M-V with the def2-TZVPD basis set) for a single C3H8N2OS molecule.

Bonds (Å) are listed after each position.
Cartesian coordinates (Å):
1 C -0.9326 0.7331 -0.2950  C2 1.516, N4 1.261, H8 1.100
2 C 0.0322 0.5680 0.8623  C1 1.516, S7 1.874, H10 1.114, H11 1.074
3 C 1.8700 -0.5901 -0.5576  N5 1.523, S7 1.847, H9 1.097, H12 1.146
4 N -1.8668 -0.0655 -0.5787  C1 1.261, H13 1.066
5 N 0.8457 -1.7032 -0.3784  C3 1.523, H14 1.041, H15 1.029
6 O 1.6431 2.2449 -0.6722  S7 1.482
7 S 1.7235 1.0731 0.2318  C2 1.874, C3 1.847, O6 1.482
8 H -0.7461 1.8104 -0.4190  C1 1.100
9 H 2.2824 -0.3906 -1.5540  C3 1.097
10 H -0.2618 1.4785 1.4337  C2 1.114
11 H -0.0767 -0.2045 1.6003  C2 1.074
12 H 2.7883 -0.9547 0.0220  C3 1.146
13 H -2.4624 0.0067 -1.4596  N4 1.066
14 H -0.0502 -1.6372 -0.9040  N5 1.041
15 H 0.6657 -1.6296 0.6322  N5 1.029

As for the highest occupied orbital energy: -8.93 eV. As for the HOMO-LUMO gap: 9.570 eV.

Atomic partial charges in e from the Mulliken method, atoms 1 to 8: C -0.02; C -0.75; C -0.47; N -0.58; N -0.63; O -0.57; S 0.44; H 0.31

***

version a is the most stable structure; the next one sits 0.644 eV above it.

***

Version a
Density functional theory data (ωB97M-V with the def2-TZVPD basis set) for 2 unconnected molecules or ions with the total composition C6H6N2O2.

Bonds (Å) are listed after each position.
Cartesian coordinates (Å):
1 C 5.5712 0.9832 -0.0722  C2 1.204, H7 1.146
2 C 4.8815 -0.0033 -0.0937  C1 1.204, H8 1.123
3 C -2.0983 1.3639 0.0540  C4 1.469, N13 1.561, O15 1.211
4 C -3.1185 0.3423 -0.2159  C3 1.469, C5 1.400, H10 1.189
5 C -2.7547 -1.0097 -0.2266  C4 1.400, H11 1.123, N14 1.429
6 C -0.3879 -0.7627 0.2138  N13 1.488, N14 1.292, O16 1.273
7 H 6.2124 1.8862 -0.3649  C1 1.146
8 H 4.4554 -1.0315 -0.2423  C2 1.123
9 H 0.0942 1.2820 0.3396  N13 1.075
10 H -4.1978 0.7915 0.0002  C4 1.189
11 H -3.4336 -1.8549 -0.5196  C5 1.123
12 H -1.5254 -2.4997 0.4881  N14 1.201
13 N -0.7039 0.6690 -0.0371  C3 1.561, C6 1.488, H9 1.075
14 N -1.4076 -1.4776 -0.1304  C5 1.429, C6 1.292, H12 1.201
15 O -2.3367 2.5354 0.2440  C3 1.211
16 O 0.7496 -1.2141 0.5629  C6 1.273

As for the highest occupied orbital energy: -9.93 eV. The SMILES is O=c1cc[nH]c(=O)[nH]1.C#C. As for the HOMO-LUMO gap: 9.747 eV.

Atomic partial charges in e from the Mulliken method, atoms 1 to 8: C -0.19; C -0.40; C 0.46; C -0.41; C -0.12; C 0.37; H 0.29; H 0.31

***

Version b
Density functional theory data (ωB97M-V with the def2-TZVPD basis set) for 2 unconnected molecules or ions with the total composition C6H6N2O2.

Bonds (Å) are listed after each position.
Cartesian coordinates (Å):
1 C 0.1050 -1.5571 -0.6006  C2 1.455, N13 1.434, O15 1.273
2 C -0.8704 -0.7766 -1.3459  C1 1.455, C3 1.339, H8 1.206
3 C -0.7611 0.5442 -1.5359  C2 1.339, H9 1.085, N14 1.457
4 C 1.3244 0.5881 -0.2255  N13 1.354, N14 1.491, O16 1.186
5 C -0.0825 0.6233 2.4045  C6 1.278, H11 1.304
6 C -1.2456 0.1759 2.1190  C5 1.278, H12 1.172
7 H 1.9398 -1.3176 0.2452  N13 1.029
8 H -1.9217 -1.3679 -1.3589  C2 1.206
9 H -1.5951 1.0597 -2.0004  C3 1.085
10 H 0.5394 2.3156 -1.1542  N14 1.064
11 H 0.9584 0.9248 3.1296  C5 1.304
12 H -2.3286 -0.1175 1.7798  C6 1.172
13 N 1.2572 -0.7631 -0.2889  C1 1.434, C4 1.354, H7 1.029
14 N 0.4771 1.2584 -1.2530  C3 1.457, C4 1.491, H10 1.064
15 O -0.0289 -2.7542 -0.1897  C1 1.273
16 O 2.2326 1.1639 0.2751  C4 1.186

As for the highest occupied orbital energy: -9.60 eV. The SMILES is O=c1cc[nH]c(=O)[nH]1.C#C. As for the HOMO-LUMO gap: 9.934 eV.

Atomic partial charges in e from the Mulliken method, atoms 1 to 8: C 0.46; C -0.39; C -0.10; C 0.17; C -0.41; C -0.18; H 0.26; H 0.28

***

version b is the most stable structure; the next one sits 0.343 eV above it.